Entry 1:
{
  "formula": "C4H14O3",
  "method": "ωB97M-V with the def2-TZVPD basis set",
  "e_homo_ha": [0.0303, -0.2537],
  "gap_ev": [2.5, 10.2],
  "charge": -1,
  "total_energy_ha": -386.42098,
  "spin_multiplicity": 2,
  "relative_energy_kj_mol": 135.3,
  "s2": 0.751,
  "symbols": ["O", "O", "O", "C", "C", "C", "C", "H", "H", "H", "H", "H", "H", "H", "H", "H", "H", "H", "H", "H", "H"],
  "xyz": [[-0.566, -2.149, -3.132], [-2.710, -0.536, 1.907], [-0.360, -0.638, -0.003], [0.629, 0.364, -0.344], [1.469, -0.168, -1.427], [1.375, 0.724, 0.910], [0.216, 1.375, 1.765], [1.798, -0.220, 1.365], [-3.498, -0.028, 2.094], [-1.247, -0.287, 0.078], [-0.015, -1.889, -2.389], [-2.912, -1.422, 2.300], [-0.804, 0.715, 1.566], [-0.221, 2.364, 1.508], [2.300, 1.385, 0.731], [1.812, -1.162, -1.190], [0.804, -0.311, -2.236], [0.035, 1.322, -0.733], [0.571, 1.486, 2.755], [2.315, 0.394, -2.014], [-0.990, -1.318, -3.510]],
  "forces_ev_per_a": [[-0.907, 1.066, -1.322], [0.793, -1.008, -0.204], [1.551, -0.343, -1.095], [-1.620, 2.080, -0.124], [1.601, -0.031, -2.507], [-0.248, 1.221, 0.560], [-1.788, -1.327, -1.201], [-0.763, 0.888, -0.193], [-0.849, 0.527, 0.195], [-0.508, 0.203, 0.154], [-0.331, 0.255, 0.169], [0.102, 0.576, -0.229], [2.934, 1.380, 1.724], [1.134, -0.194, -0.596], [-1.510, -0.621, 0.084], [0.487, -0.363, 0.325], [-0.766, -0.276, -1.092], [1.354, -1.731, 0.762], [-0.357, -0.306, 1.456], [-1.277, -0.419, 2.012], [0.967, -1.578, 1.123]]
}

---

Entry 2:
{
  "formula": "C16H31AgFNO",
  "method": "ωB97M-V with the def2-TZVPD basis set",
  "e_homo_ha": [-0.5854, -0.5854],
  "gap_ev": [7.1, 3.8],
  "charge": 2,
  "total_energy_ha": -1004.23150,
  "spin_multiplicity": 3,
  "s2": 2.009,
  "symbols": ["Ag", "F", "O", "N", "C", "C", "C", "C", "C", "C", "C", "C", "C", "C", "C", "C", "C", "C", "C", "C", "H", "H", "H", "H", "H", "H", "H", "H", "H", "H", "H", "H", "H", "H", "H", "H", "H", "H", "H", "H", "H", "H", "H", "H", "H", "H", "H", "H", "H", "H", "H"],
  "xyz": [[3.573, -2.426, -2.291], [-3.534, -1.342, 0.100], [2.661, -0.068, -2.297], [1.862, -0.962, -2.027], [1.969, -1.362, -0.485], [-1.844, 0.985, 3.928], [-0.050, 0.498, -1.647], [-0.313, 1.637, 0.518], [1.244, -0.314, 0.374], [1.501, -2.803, -0.278], [-1.712, 3.372, 3.179], [-0.132, 0.245, -0.134], [-0.252, 1.671, 2.052], [0.658, 0.018, -3.999], [-1.314, -0.640, 0.306], [-2.685, -0.292, -0.245], [-1.603, 1.918, 2.743], [3.458, -1.280, -0.103], [-0.437, -1.819, -2.809], [0.424, -0.589, -2.641], [-2.907, 0.784, 4.057], [-2.637, 3.547, 3.727], [-2.397, 1.747, 2.006], [4.231, -1.734, -0.784], [0.442, 2.464, 2.339], [0.450, -2.886, -0.057], [0.431, 2.309, 0.085], [0.173, 0.735, 2.434], [1.918, 0.525, 0.549], [-2.701, -0.207, -1.338], [2.057, -3.188, 0.576], [-1.285, 2.020, 0.193], [-1.693, 4.063, 2.334], [0.640, 1.332, -1.800], [3.587, -1.816, 0.835], [-1.373, -0.586, 1.396], [-3.103, 0.626, 0.171], [-0.074, -2.452, -3.621], [-1.419, -1.448, -3.108], [-0.291, 0.073, -4.526], [1.067, 1.027, -3.937], [-0.880, 3.627, 3.839], [-1.338, 0.024, 3.807], [-0.583, -2.418, -1.928], [-1.017, 0.812, -2.053], [1.106, -0.824, 1.333], [-1.164, -1.686, 0.072], [1.677, -3.496, -1.111], [1.318, -0.595, -4.615], [3.775, -0.247, 0.017], [-1.483, 1.420, 4.860]],
  "forces_ev_per_a": [[0.840, -1.853, -1.868], [0.246, 0.325, -0.131], [0.578, 0.789, -0.308], [-0.522, 0.422, 0.338], [0.030, -0.151, 1.587], [-0.041, -0.126, 0.115], [0.424, -0.159, -0.083], [-0.036, 0.130, -0.158], [-0.598, -0.097, -0.620], [-0.150, -0.088, -0.268], [-0.069, 0.173, 0.017], [-0.088, -0.190, 0.116], [0.168, -0.048, -0.077], [0.540, 0.323, -0.364], [0.195, 0.086, 0.158], [-0.338, -0.154, -0.059], [-0.157, 0.039, -0.065], [0.216, 0.390, 0.149], [0.341, -0.153, 0.100], [-1.743, 0.289, 0.056], [-0.003, 0.044, 0.060], [-0.053, 0.019, 0.005], [0.047, -0.123, 0.043], [0.302, 0.284, 0.896], [0.036, -0.103, 0.094], [-0.319, 0.044, 0.079], [0.063, 0.030, 0.040], [0.033, 0.101, 0.002], [-0.024, 0.038, -0.093], [-0.017, -0.078, 0.097], [-0.147, -0.049, 0.005], [0.053, 0.100, -0.043], [0.027, -0.015, -0.036], [-0.103, 0.113, -0.019], [0.045, 0.169, 0.033], [0.005, -0.064, 0.019], [0.056, -0.067, 0.025], [0.000, 0.012, 0.002], [-0.030, 0.012, -0.023], [-0.102, -0.007, 0.057], [0.057, -0.055, -0.034], [-0.020, 0.009, 0.040], [-0.080, -0.054, -0.032], [-0.044, -0.132, 0.347], [0.014, 0.020, 0.097], [-0.070, 0.081, 0.034], [0.090, -0.306, -0.128], [0.134, 0.089, -0.123], [-0.024, -0.042, -0.034], [0.158, -0.031, -0.044], [0.082, 0.015, -0.001]]
}

---

Entry 3:
{
  "formula": "C3H12N3O",
  "method": "ωB97M-V with the def2-TZVPD basis set",
  "e_homo_ha": -0.5290,
  "gap_ev": 11.5,
  "charge": 1,
  "total_energy_ha": -360.77118,
  "spin_multiplicity": 1,
  "relative_energy_kj_mol": 166.9,
  "symbols": ["O", "N", "N", "N", "C", "C", "C", "H", "H", "H", "H", "H", "H", "H", "H", "H", "H", "H", "H"],
  "xyz": [[-0.186, 1.247, 1.921], [0.085, 1.268, -1.025], [0.045, -0.929, -0.368], [1.217, -0.284, -2.312], [0.395, -0.028, -1.257], [-1.677, 1.300, 2.016], [0.577, -2.330, -0.340], [0.447, -2.694, 0.707], [-1.886, 1.529, 0.993], [1.604, -2.199, -0.659], [-0.383, -0.565, 0.545], [-0.418, 1.524, -0.211], [0.355, 1.671, 2.591], [-1.953, 0.288, 2.366], [2.077, 0.268, -2.329], [0.398, 2.019, -1.620], [-0.042, -2.951, -1.017], [-1.892, 2.076, 2.711], [1.237, -1.212, -2.712]],
  "forces_ev_per_a": [[-0.341, -0.621, -0.853], [0.428, -0.960, -1.031], [-1.163, -0.307, 1.844], [-0.084, -0.066, 0.061], [0.813, 1.786, 0.828], [3.249, -0.928, 0.733], [-1.304, 0.957, 0.217], [0.446, 0.229, -0.982], [-1.303, 0.079, -0.258], [0.283, -0.820, 0.148], [0.777, -0.579, -1.984], [0.027, 0.167, 0.880], [-0.630, 0.129, 0.399], [-0.513, 0.758, -0.298], [-0.574, -0.304, -0.379], [-0.102, -0.359, -0.210], [0.640, 0.179, 0.351], [-0.894, 0.479, 0.305], [0.246, 0.182, 0.228]]
}

---

Entry 4:
{
  "formula": "C6H10O",
  "method": "ωB97M-V with the def2-TZVPD basis set",
  "e_homo_ha": [-0.3129, -0.3128],
  "gap_ev": [8.5, 8.5],
  "total_energy_ha": -309.63263,
  "spin_multiplicity": 1,
  "relative_energy_kj_mol": 550.7,
  "symbols": ["O", "C", "C", "C", "C", "C", "C", "H", "H", "H", "H", "H", "H", "H", "H", "H", "H"],
  "xyz": [[-0.447, -1.499, 0.009], [-2.374, 0.110, -0.203], [-1.011, -0.252, 0.341], [2.428, -0.645, 0.115], [1.929, 0.265, 1.171], [-1.960, 1.280, -0.697], [-0.504, 1.068, -0.354], [-0.002, 1.798, 0.291], [-0.713, -1.715, -0.895], [-0.939, -0.176, 1.431], [3.437, -0.312, -0.159], [2.407, -1.732, 0.245], [0.134, 0.878, -1.224], [-3.334, -0.393, -0.142], [-2.475, 2.123, -1.148], [1.845, -0.414, -0.786], [1.581, -0.383, 2.005]],
  "forces_ev_per_a": [[-0.086, -0.077, -0.286], [-0.105, 0.090, 0.004], [-0.074, 0.131, 0.234], [0.049, -0.037, -0.015], [0.275, -0.491, -0.048], [-0.146, -0.025, -0.044], [0.129, 0.051, -0.051], [-0.134, -0.112, -0.136], [0.078, 0.027, 0.127], [-0.047, -0.005, -0.124], [-0.001, 0.089, 0.009], [-0.010, 0.144, 0.179], [-0.102, 0.002, 0.116], [0.099, 0.107, 0.025], [0.034, -0.137, 0.048], [0.084, 0.113, 0.028], [-0.044, 0.127, -0.064]]
}